No. 1
{"formula": "C4H16BrN8O4", "method": "wB97M-V/def2-TZVPD", "symbols": ["Br", "C", "O", "N", "N", "H", "H", "H", "H", "C", "O", "N", "N", "H", "H", "H", "H", "C", "O", "N", "N", "H", "H", "H", "H", "C", "O", "N", "N", "H", "H", "H", "H"], "coordinates": [[1.2230, -10.0354, -18.5662], [-1.6443, -8.7235, -19.8865], [-2.4634, -8.1248, -20.5159], [-1.2248, -8.4248, -18.6670], [-1.1152, -9.8171, -20.4357], [-0.5833, -9.1008, -18.2776], [-1.4443, -7.4858, -18.3669], [-1.3543, -10.0053, -21.3988], [-0.4840, -10.4106, -19.9165], [3.2826, -9.4915, -15.7686], [3.6508, -9.3591, -14.6383], [2.5546, -8.6838, -16.4546], [3.5754, -10.5526, -16.4881], [2.3018, -8.9356, -17.3995], [2.2897, -7.7907, -16.0642], [3.2247, -10.7856, -17.4062], [4.1532, -11.2000, -15.9713], [0.5658, -11.2243, -14.7625], [-0.0743, -11.8337, -13.8697], [1.8425, -11.1923, -14.9459], [0.0397, -10.7006, -15.8075], [2.3637, -10.6552, -15.6241], [2.3273, -11.5851, -14.1517], [-0.9472, -10.4862, -15.8026], [0.6187, -10.3842, -16.5723], [1.4988, -6.2827, -18.9862], [1.8120, -5.1311, -19.3457], [2.3957, -7.1785, -19.0843], [0.3911, -6.7057, -18.5347], [3.2161, -6.7864, -19.5240], [2.2533, -8.1473, -18.8371], [-0.3784, -6.0665, -18.3961], [0.2551, -7.6795, -18.7655]], "forces_ev_per_angstrom": [[0.77, -2.19, -1.80], [-0.31, -1.36, -0.82], [-2.11, 2.65, -1.21], [-2.29, -0.47, 1.03], [0.76, -1.97, -0.74], [-0.13, 0.62, 0.87], [-0.41, -1.14, 0.41], [-0.03, 0.00, 0.46], [-0.09, 0.06, -0.58], [2.44, 2.69, -0.28], [1.35, 0.64, 2.50], [-1.80, 3.93, -0.45], [4.03, -3.08, -2.06], [0.12, 0.49, 0.74], [0.00, -0.25, -0.10], [0.02, 0.18, 0.14], [-0.11, -0.20, -0.49], [-1.83, -2.79, 2.20], [0.80, 1.00, -0.21], [2.40, -2.45, 3.53], [-4.36, 2.48, -3.14], [-2.38, -2.31, 0.94], [0.52, 0.25, -0.24], [0.20, -0.16, -0.20], [-0.57, 0.03, 0.32], [2.15, 5.68, -1.70], [-0.94, 0.63, 0.39], [4.43, -2.95, -0.90], [-3.13, -0.19, 1.99], [0.16, -0.77, 0.16], [0.36, 0.38, -0.71], [0.30, -0.11, -0.40], [-0.29, 0.69, 0.37]], "nbo_charge": [-0.6632, 0.7583, -0.6937, -0.8825, -0.8608, 0.4078, 0.4035, 0.3974, 0.3993, 0.6985, -0.6727, -0.8399, -0.8466, 0.3760, 0.4079, 0.4248, 0.3994, 0.7512, -0.7441, -0.8101, -0.8491, 0.3738, 0.3837, 0.3842, 0.3880, 0.7444, -0.7438, -0.8355, -0.8601, 0.4047, 0.3835, 0.3883, 0.4276], "homo_ev": -6.27, "spin_multiplicity": 1, "e_above_lowest_kj_mol": 605.66, "charge": -1, "lumo_energy_ha": 0.1034, "homo_lumo_gap_ev": 9.082}



No. 2
{"formula": "C5H12N2O", "method": "wB97M-V/def2-TZVPD", "symbols": ["C", "O", "C", "C", "C", "C", "N", "N", "H", "H", "H", "H", "H", "H", "H", "H", "H", "H", "H", "H"], "coordinates": [[1.9314, -3.3695, 0.8141], [3.0192, -2.8758, 0.9165], [-2.8690, 1.1845, 0.7943], [-2.2585, 1.2476, -0.6102], [-0.7713, 0.9553, -0.6140], [0.1270, 1.5746, 0.1480], [1.4832, 1.3127, 0.0418], [-0.2520, 0.0389, -1.5807], [1.8093, -4.4476, 0.5991], [1.0264, -2.7873, 1.0464], [-3.7995, 1.7444, 0.8838], [-2.1567, 1.4743, 1.5631], [-2.6839, 0.4345, -1.2195], [-2.5606, 2.1143, -1.2011], [-0.1485, 2.4128, 0.7699], [2.1658, 1.8804, 0.5039], [1.7755, 0.9141, -0.8411], [-0.9450, -0.4238, -2.1520], [-3.0494, 0.1371, 1.0451], [0.2676, -0.7138, -1.1419]], "forces_ev_per_angstrom": [[0.26, -0.12, 0.64], [0.03, 0.01, -0.23], [0.14, -0.38, -0.02], [0.11, -0.99, -0.47], [-0.19, 0.25, -0.37], [0.11, 0.70, -0.16], [0.29, -0.67, -0.17], [-0.02, -0.52, -0.05], [-0.09, 0.10, -0.20], [-0.19, 0.03, -0.21], [0.05, -0.02, 0.06], [-0.05, 0.55, -0.07], [-0.17, 0.05, 0.27], [0.33, 0.44, 0.38], [-0.15, -0.19, 0.35], [-0.16, 0.20, 0.02], [0.04, 0.19, 0.13], [-0.26, 0.29, 0.06], [-0.29, -0.01, -0.08], [0.23, 0.10, 0.10]], "nbo_charge": [0.2704, -0.4866, -0.6023, -0.4246, 0.0636, -0.0588, -0.8419, -0.8491, 0.1069, 0.1089, 0.2068, 0.2114, 0.1918, 0.2095, 0.1928, 0.3845, 0.3848, 0.3664, 0.2043, 0.3613], "homo_ev": -7.12, "spin_multiplicity": 1, "e_above_lowest_kj_mol": 266.11, "charge": 0, "smiles": "CC/C(N)=C/N.C=O", "lumo_energy_ha": 0.0275, "homo_lumo_gap_ev": 7.870}



No. 3
{"formula": "C12H25BrCl4N2OP", "method": "wB97M-V/def2-TZVPD", "symbols": ["C", "C", "C", "Br", "C", "C", "P", "C", "C", "O", "C", "N", "C", "N", "C", "C", "H", "H", "H", "H", "H", "H", "H", "H", "H", "H", "H", "H", "H", "H", "H", "H", "H", "H", "H", "H", "H", "H", "H", "H", "H", "C", "Cl", "Cl", "Cl", "Cl"], "coordinates": [[4.0689, -0.2678, -0.9953], [2.7365, -0.0629, -0.2556], [2.0368, 1.2278, -0.6160], [3.1587, 2.7750, -0.1352], [0.6737, 1.5112, 0.0280], [-0.3079, 0.3598, 0.0104], [0.0634, -0.9356, 1.3261], [-0.3173, -2.4180, 0.3366], [-1.4873, -0.7997, 2.3137], [-0.3157, -0.1478, -1.3169], [-1.0069, 0.7123, -2.2109], [-2.4223, 0.4521, -2.2887], [-0.8236, 2.2297, -1.9365], [0.0696, 2.6556, -0.7882], [-0.5445, 3.7426, 0.0529], [-1.6915, 3.2994, 0.9338], [4.8601, -0.5166, -0.2925], [4.3901, 0.6235, -1.5309], [3.9965, -1.0790, -1.7163], [2.8973, -0.0792, 0.8225], [2.0724, -0.8972, -0.4826], [1.9349, 1.3024, -1.7002], [0.7927, 1.9016, 1.0371], [-1.3141, 0.7323, 0.2382], [0.4721, -2.5551, -0.4011], [-0.3300, -3.2699, 1.0125], [-1.2719, -2.3377, -0.1829], [-1.2052, -0.9117, 3.3592], [-2.0011, 0.1516, 2.1889], [-2.1684, -1.6137, 2.0630], [-0.5906, 0.4888, -3.1913], [-2.5749, -0.5486, -2.2553], [-2.9246, 0.8566, -1.5063], [-0.4209, 2.7024, -2.8292], [-1.7989, 2.6799, -1.7712], [0.8807, 3.1159, -1.2035], [-0.8840, 4.5045, -0.6502], [0.2733, 4.1760, 0.6271], [-1.9982, 4.1393, 1.5519], [-1.4106, 2.4883, 1.6029], [-2.5553, 2.9912, 0.3453], [-0.6028, -6.6829, 2.0815], [0.8229, -7.7141, 2.0616], [-0.2694, -5.2413, 3.0597], [-0.9969, -6.1870, 0.4293], [-1.9653, -7.5538, 2.7746]], "forces_ev_per_angstrom": [[-0.04, -0.01, 0.00], [0.31, -0.01, 0.27], [-0.12, -0.01, -0.03], [0.06, 0.09, -0.10], [-0.18, 0.18, -0.03], [-0.21, -0.11, -0.38], [0.01, 0.03, 0.11], [0.11, 0.06, -0.15], [0.12, -0.29, 0.19], [0.21, 0.18, 0.11], [-0.35, -0.04, -0.22], [0.23, 0.12, 0.39], [-0.04, 0.12, -0.15], [0.10, -0.07, -0.03], [-0.18, 0.24, -0.03], [0.07, -0.15, -0.06], [0.03, -0.04, -0.02], [-0.01, 0.06, -0.02], [0.00, -0.01, -0.03], [-0.04, -0.02, 0.00], [-0.11, 0.09, -0.05], [0.03, -0.09, -0.03], [0.09, -0.06, 0.05], [0.07, 0.09, 0.07], [-0.03, -0.18, -0.02], [0.01, -0.08, -0.03], [-0.02, -0.05, 0.04], [-0.17, 0.08, 0.08], [0.00, 0.05, 0.04], [-0.09, 0.09, -0.03], [0.15, -0.11, 0.05], [-0.11, -0.08, -0.29], [-0.06, -0.02, 0.02], [0.02, 0.01, 0.01], [0.00, -0.04, 0.11], [0.10, 0.03, -0.01], [0.04, 0.00, -0.02], [0.05, -0.13, 0.07], [-0.02, 0.07, -0.01], [0.01, 0.03, 0.07], [-0.05, -0.04, 0.03], [0.00, -0.04, 0.01], [0.01, 0.00, 0.00], [0.01, 0.03, 0.04], [-0.01, 0.02, -0.03], [-0.01, 0.00, 0.01]], "nbo_charge": [-0.6169, -0.4526, -0.1984, 0.0016, -0.0856, -0.2082, 0.7924, -0.9290, -0.9379, -0.5415, 0.2246, -0.8201, -0.2674, -0.3770, -0.2098, -0.6396, 0.2332, 0.2154, 0.2236, 0.2341, 0.2305, 0.2148, 0.2469, 0.1983, 0.2410, 0.2561, 0.2251, 0.2491, 0.2200, 0.2420, 0.2019, 0.3862, 0.3528, 0.2436, 0.2330, 0.4523, 0.2260, 0.2375, 0.2604, 0.2183, 0.2172, -0.2285, 0.0758, 0.0361, 0.0462, 0.0764], "homo_ev": -11.87, "spin_multiplicity": 1, "charge": 1, "lumo_energy_ha": -0.0921, "homo_lumo_gap_ev": 9.360}



no.,DFT total energy (eV)
1,-94563.1739
2,-10405.6659
3,-147291.4300